Computed, not measured: a molecular structure, C24H74AsF6N4O15 at a distorted geometry, with wB97M-V/def2-TZVPD.

Output
- Charge: 0
- HOMO (alpha / beta): -8.52 / -8.52 eV
- Multiplicity: 2
- Largest force on an atom: 4.1 eV/Å

Structure (XYZ):
```
124
Properties=species:S:1:pos:R:3:forces:R:3
As 0.257865 0.252325 0.724701 -0.3 0.8 -0.7
F -0.285815 1.939315 1.077771 0.3 -1.9 -0.3
F 0.402685 -0.028015 2.464101 -0.1 -0.3 -1.3
F 0.792735 -1.429625 0.196391 -0.6 2.0 1.0
F 0.118325 0.685035 -1.026669 0.1 -0.6 1.7
F 1.944935 0.832775 0.750931 -1.2 -0.7 -0.2
F -1.411945 -0.370755 0.752371 1.4 0.6 0.0
C 4.303605 -2.611385 1.258481 -0.1 0.0 1.1
C 3.456685 -3.714805 0.712351 -0.7 -0.5 -2.6
C 2.410215 -4.257325 1.648221 -1.5 -0.5 0.4
O 1.400725 -5.111805 0.950521 1.8 0.9 -1.5
C 0.245545 -5.504365 1.629811 0.7 0.0 1.9
N 2.858065 -3.170385 -0.551959 0.8 -0.6 0.6
H 4.938515 -2.145955 0.504581 -0.2 -0.2 0.0
H 4.936235 -3.021195 2.045841 0.1 0.3 0.2
H 3.622385 -1.876095 1.686721 0.3 0.4 0.1
H 4.099545 -4.571745 0.511191 0.1 0.0 -0.7
H 1.895345 -3.428655 2.134351 -0.3 0.0 0.1
H 2.943035 -4.840855 2.399011 -0.3 -0.3 0.3
H -0.282295 -4.650525 2.054601 -0.3 0.1 -0.1
H 0.609465 -6.114685 2.456351 -0.4 -0.2 0.5
H -0.436375 -6.153845 1.080931 0.3 0.3 -0.7
H 2.266205 -2.393765 -0.293779 0.0 0.2 -0.3
H 2.277585 -3.844205 -1.030619 -0.1 -0.1 0.5
C 0.955325 4.462885 -0.870109 -0.6 0.2 0.2
C 2.169225 4.069795 -1.660009 0.4 0.7 -1.5
C 2.860895 5.286865 -2.424109 -1.8 -1.1 -0.1
O 2.016985 5.528735 -3.570879 0.1 1.6 -0.2
C 2.075625 6.894295 -4.052169 -0.2 -0.3 0.2
N 3.133985 3.412925 -0.822949 0.7 0.4 0.7
H 0.145065 4.914835 -1.442229 0.4 0.5 -0.3
H 1.277465 5.117105 -0.059979 -0.2 0.2 0.1
H 0.418105 3.623285 -0.429009 0.5 -0.4 0.1
H 1.941895 3.327275 -2.424909 -0.7 0.4 -0.6
H 3.855345 5.032455 -2.790759 0.2 -0.1 0.2
H 2.892785 6.164845 -1.778939 0.1 0.1 0.1
H 1.375655 7.100265 -4.861939 -0.2 -0.8 -0.1
H 3.047085 7.197365 -4.442699 0.4 -0.3 0.2
H 1.773225 7.628415 -3.305359 0.2 -0.2 0.6
H 3.789045 3.025245 -1.486799 0.4 -0.5 0.5
H 2.648565 2.651375 -0.370709 0.2 -0.3 0.1
C -0.529625 -5.371515 -3.777999 0.1 -1.7 -0.6
C 0.190735 -4.448055 -2.841069 1.0 2.4 -0.1
C -0.767445 -3.597995 -1.970249 1.1 -1.7 0.8
O -1.351985 -4.588665 -1.126669 -2.0 -0.3 -0.2
C -2.648295 -4.180805 -0.601789 0.6 0.2 0.7
N 1.084975 -5.254305 -2.022959 -3.9 -1.0 -0.7
H -1.140455 -6.056575 -3.190059 -0.4 0.3 0.0
H 0.172745 -6.039415 -4.276689 0.2 0.1 -0.3
H -1.114335 -4.926075 -4.582859 0.1 0.5 0.4
H 0.869805 -3.776895 -3.366919 -0.1 0.5 -0.8
H -1.478005 -3.103755 -2.632779 0.0 0.3 0.2
H -0.213205 -3.001615 -1.245509 0.0 1.0 -0.7
H -3.053805 -4.933875 0.073891 0.4 -0.3 -0.2
H -3.425585 -3.954995 -1.331809 0.4 -0.1 -0.5
H -2.492475 -3.293375 0.011641 0.0 0.2 0.0
H 0.466615 -5.418985 -1.241539 0.7 0.3 2.4
H 1.090545 -6.182275 -2.421629 1.8 -0.6 -0.6
C -3.193805 2.969345 3.467761 0.2 0.3 0.5
C -4.261225 2.547315 2.462961 -0.2 0.8 0.3
C -3.920795 2.881855 0.985901 0.5 -0.5 1.3
O -3.908835 4.241555 0.757281 -0.7 1.8 -1.3
C -3.499085 4.610355 -0.569079 0.5 -0.1 0.0
N -4.493595 1.129885 2.695501 0.7 -0.4 -0.7
H -3.489705 2.650365 4.467161 -0.3 0.0 0.0
H -2.979295 4.036755 3.519951 -0.3 0.0 -0.3
H -2.217375 2.506085 3.326041 0.0 -0.3 -0.5
H -5.201845 3.017535 2.749711 0.0 0.5 -0.2
H -4.647245 2.362415 0.360961 0.0 -0.2 -0.4
H -2.888665 2.566105 0.833841 0.1 -0.9 -0.4
H -3.522265 5.689735 -0.719089 0.2 0.0 0.7
H -4.049375 4.261585 -1.442939 -1.0 -0.7 0.4
H -2.503275 4.221655 -0.782089 0.4 0.2 0.3
H -5.062415 0.744805 1.955051 -0.6 0.0 -0.1
H -3.595715 0.725675 2.470721 0.5 -0.7 0.3
C 0.456545 -0.389315 -4.262589 -0.2 -0.2 0.0
C 1.905755 -0.211955 -3.831709 -0.7 -0.2 -0.2
O 2.619135 0.448195 -4.816699 0.8 1.5 -1.2
O 0.359015 -1.428355 -5.226729 0.1 -1.3 -0.2
H 0.006865 0.436375 -4.814059 0.3 0.9 0.9
H -0.171115 -0.672665 -3.417689 -0.1 0.0 0.0
H 2.384865 -1.190885 -3.815959 -0.4 -0.5 1.2
H 1.996195 0.377005 -2.918989 0.1 -0.3 0.1
H 2.595745 -0.066245 -5.626889 0.2 0.0 0.0
H 0.939515 -1.186405 -5.952039 -0.1 -0.1 -0.2
C 2.098125 3.683715 3.156851 -1.0 -0.1 0.0
C 0.585105 3.740565 3.574301 1.3 -0.2 -0.8
O -0.189525 4.279615 2.525681 0.0 1.0 0.2
O 2.559245 5.013285 2.935871 -0.1 -0.5 -0.2
H 2.122435 3.083875 2.247071 0.0 0.1 -0.5
H 2.797865 3.175295 3.820151 -0.4 -0.1 0.7
H 0.525025 4.383265 4.452611 -0.4 0.0 0.0
H 0.160825 2.749125 3.732871 0.5 -0.3 0.7
H -0.236935 3.637695 1.813441 0.1 -0.1 0.1
H 3.200225 4.918165 2.227561 0.1 0.4 -0.1
C -3.388875 -0.243225 -1.855329 1.0 -0.2 0.4
C -4.646375 -0.867055 -2.478609 -1.0 1.0 1.1
O -5.360345 -1.696455 -1.523039 0.9 -0.2 -0.5
O -2.797455 0.784995 -2.636859 -0.6 -0.2 -0.8
H -2.619785 -0.982375 -1.631139 0.0 -0.6 -0.2
H -3.540385 0.194355 -0.868579 -1.0 -0.2 0.2
H -4.536205 -1.434525 -3.402699 0.4 0.0 0.2
H -5.333595 -0.044635 -2.677209 0.2 0.2 -0.6
H -5.823955 -1.106775 -0.923919 0.0 0.0 0.1
H -2.057425 1.125575 -2.128969 0.2 0.1 0.1
C -2.908785 -2.772185 3.171921 0.7 -0.8 0.7
C -1.541875 -2.408045 3.804641 0.9 -0.2 -0.8
O -1.090965 -3.444745 4.714761 -1.2 0.0 -0.2
O -3.935345 -2.830995 4.132831 -0.4 0.5 0.0
H -2.864665 -3.756805 2.706421 0.6 -0.4 0.0
H -3.217695 -2.159235 2.325181 0.2 0.7 0.5
H -1.497495 -1.407855 4.235631 -0.6 -0.1 0.5
H -0.768525 -2.341575 3.039391 -0.2 -0.1 -0.6
H -0.231765 -3.249095 5.095681 -0.1 0.4 -0.2
H -3.767425 -3.583665 4.704571 0.1 0.0 0.1
O 4.564045 1.175815 2.530061 0.8 0.2 -0.6
H 4.059495 1.800715 2.009331 -0.1 0.2 -0.2
H 3.904125 0.674735 3.009291 -0.3 -0.2 0.3
O 4.232875 0.424205 -1.041389 0.1 0.0 -0.5
H 5.027675 0.375225 -0.510239 0.2 0.0 0.2
H 3.517895 0.319195 -0.413679 -0.3 0.0 0.3
O 2.890445 0.068175 4.228141 -0.2 -0.3 0.4
H 1.963525 0.266575 4.361141 -0.4 0.2 -0.2
H 3.088685 -0.601965 4.882241 0.2 -0.1 0.2
```
Forces are in eV/Å.